Below is C45H52BrIN6O2S6W as an isolated structure at a distorted geometry, with properties calculated with ωB97M-V with the def2-TZVPD basis set.

Summary:
Total energy: -7552.9274 Eh
LUMO energy (alpha / beta): -1.08 / -3.30 eV
⟨S²⟩: 2.058
HOMO-LUMO gap (alpha / beta): 6.26 / 4.00 eV
Net charge: 0
Spin multiplicity: 3
HOMO energy (alpha / beta): -7.336 / -7.300 eV

Geometry (Å):
W 0.22 1.10 1.08
C 4.97 -3.70 -1.04
C 3.92 -3.25 -2.07
C 4.55 -3.14 -3.46
C 2.84 -4.33 -2.11
C 3.36 -1.90 -1.65
C 2.01 -1.67 -1.50
C 1.57 -0.45 -0.98
N 0.28 -0.13 -0.67
C -0.78 -1.01 -0.79
C -1.16 -1.73 -1.91
C -2.27 -2.57 -1.83
C -2.91 -2.70 -0.60
C -2.55 -1.99 0.56
C -1.50 -1.09 0.43
O -1.02 -0.26 1.35
C -3.30 -2.28 1.86
C -2.77 -1.46 3.04
C -4.79 -1.96 1.69
C -3.11 -3.77 2.19
C -2.75 -3.29 -3.08
C -3.26 -2.24 -4.07
C -1.58 -4.06 -3.72
C -3.87 -4.30 -2.81
C 2.49 0.56 -0.54
O 1.93 1.55 0.12
C 3.86 0.37 -0.81
C 4.24 -0.84 -1.37
C 4.93 1.43 -0.57
C 5.23 2.10 -1.92
C 6.21 0.80 0.00
C 4.47 2.49 0.43
H 5.32 -4.70 -1.27
H 4.54 -3.71 -0.04
H 5.84 -3.04 -1.03
H 4.96 -4.10 -3.76
H 5.36 -2.41 -3.47
H 3.81 -2.84 -4.19
H 3.29 -5.29 -2.37
H 2.08 -4.11 -2.86
H 2.36 -4.44 -1.14
H 1.27 -2.42 -1.71
H -0.63 -1.60 -2.84
H -3.74 -3.39 -0.53
H -2.89 -0.39 2.85
H -1.72 -1.67 3.23
H -3.34 -1.71 3.94
H -4.93 -0.90 1.55
H -5.33 -2.26 2.59
H -5.22 -2.49 0.85
H -2.05 -4.00 2.28
H -3.53 -4.41 1.42
H -3.60 -4.00 3.14
H -2.49 -1.51 -4.31
H -4.11 -1.70 -3.65
H -3.59 -2.71 -5.00
H -0.80 -3.39 -4.06
H -1.94 -4.63 -4.57
H -1.15 -4.76 -3.00
H -4.77 -3.80 -2.43
H -3.56 -5.06 -2.11
H -4.14 -4.79 -3.74
H 5.28 -1.00 -1.56
H 5.57 1.37 -2.65
H 6.00 2.86 -1.80
H 4.33 2.58 -2.30
H 6.75 0.21 -0.75
H 5.98 0.16 0.84
H 6.89 1.58 0.33
H 3.63 3.05 0.02
H 5.28 3.20 0.63
H 4.18 2.03 1.37
S 1.02 -1.02 8.10
C 0.86 -0.52 6.55
S 1.91 -1.04 5.26
C 1.12 -0.14 3.98
C 0.05 0.61 4.34
S -0.89 1.67 3.31
S -0.38 0.59 6.04
S 1.77 -0.32 2.37
S -3.17 1.48 0.68
C -4.72 1.71 0.06
N -5.39 2.84 0.27
C -6.71 3.06 -0.28
C -7.47 1.74 -0.34
C -6.64 0.74 -1.15
N -5.30 0.70 -0.60
H -4.88 3.66 0.60
H -6.64 3.50 -1.28
H -7.23 3.78 0.36
H -8.44 1.88 -0.81
H -7.61 1.36 0.67
H -6.60 1.05 -2.20
H -7.07 -0.26 -1.09
H -4.75 -0.15 -0.69
N -0.49 2.69 0.17
C -0.95 3.68 -0.29
C -1.59 4.79 -0.70
C -2.81 5.06 -0.07
N -3.84 5.18 0.44
C -1.16 5.58 -1.78
N -0.83 6.24 -2.65
Br 2.46 5.69 0.51
C 3.54 5.49 2.05
C 4.61 6.34 2.26
C 5.36 6.22 3.41
C 5.06 5.24 4.34
C 4.01 4.37 4.11
C 3.24 4.49 2.96
I 1.44 3.17 2.76
H 4.83 7.11 1.53
H 6.18 6.90 3.59
H 5.64 5.15 5.25
H 3.75 3.60 4.83